1.
# C26H18ClN5O3S

One molecule with the formula C26H18ClN5O3S in a non-equilibrium geometry (ωB97M-V/def2-TZVPD, the Open Molecules 2025 dataset).

Summary:
- SMILES string: O=S(=O)(Nc1nc2ccccc2nc1N1C=CC=C2N=C(c3ccccc3Cl)O[C@@H]21)c1ccccc1
- Frontier orbital gap: 7.0 eV

```
! RIJCOSX wB97M-V def2-TZVPD def2/J DEFGRID3
* xyz 0 1
O -1.081 2.732 -1.854
S 0.082 1.914 -1.677
O 0.376 0.945 -2.687
N -0.185 1.169 -0.164
C 0.788 0.303 0.253
N 1.941 0.481 -0.334
C 2.999 -0.285 0.011
C 4.243 -0.110 -0.616
C 5.294 -0.915 -0.263
C 5.144 -1.906 0.719
C 3.945 -2.086 1.357
C 2.852 -1.272 1.016
N 1.672 -1.410 1.656
C 0.651 -0.661 1.321
N -0.459 -0.802 2.142
C -0.252 -1.268 3.431
C -1.237 -1.701 4.241
C -2.548 -1.925 3.712
C -2.798 -1.427 2.490
N -3.747 -1.770 1.572
C -3.358 -1.327 0.428
C -4.076 -1.564 -0.802
C -5.267 -2.298 -0.695
C -6.038 -2.574 -1.801
C -5.635 -2.120 -3.050
C -4.465 -1.397 -3.177
C -3.677 -1.112 -2.068
Cl -2.220 -0.194 -2.318
O -2.179 -0.610 0.447
C -1.822 -0.466 1.811
C 1.498 2.944 -1.361
C 2.596 2.863 -2.192
C 3.688 3.677 -1.943
C 3.664 4.556 -0.871
C 2.549 4.632 -0.050
C 1.452 3.824 -0.299
H -1.152 0.930 -0.001
H 4.333 0.653 -1.373
H 6.253 -0.793 -0.745
H 5.989 -2.529 0.972
H 3.810 -2.840 2.116
H 0.786 -1.282 3.720
H -1.005 -2.010 5.246
H -3.249 -2.569 4.215
H -5.555 -2.637 0.287
H -6.951 -3.140 -1.697
H -6.232 -2.330 -3.924
H -4.144 -1.041 -4.143
H -2.026 0.589 2.112
H 2.575 2.157 -3.007
H 4.557 3.627 -2.581
H 4.518 5.187 -0.675
H 2.535 5.322 0.780
H 0.566 3.866 0.314
*
```

---

2.
# C26H18EuN2O4

C26H18EuN2O4 as an isolated structure in a non-equilibrium geometry (ωB97M-V/def2-TZVPD, the Open Molecules 2025 dataset).

Summary:
- <S²>: 12.038
- Frontier orbital gap (spin up / spin down): 5.3 / 4.9 eV

```
! RIJCOSX wB97M-V def2-TZVPD def2/J DEFGRID3
* xyz 1 7
Eu 0.162 0.690 1.707
C -1.305 -0.912 3.761
C -0.168 -1.677 3.477
C 1.091 -1.200 3.816
C 1.218 0.044 4.434
C 0.090 0.800 4.722
C -1.177 0.319 4.391
H -2.286 -1.278 3.485
H -0.268 -2.629 2.973
H 1.974 -1.766 3.557
H 2.203 0.438 4.642
H 0.197 1.786 5.152
H -2.048 0.932 4.572
O 0.499 3.052 2.285
C -0.600 2.971 1.699
O -1.492 2.160 2.116
C -0.626 3.217 0.206
C -0.420 4.442 -0.447
C -0.342 4.390 -1.808
C -0.455 3.152 -2.490
C -0.362 3.066 -3.903
C -0.465 1.859 -4.526
C -0.679 0.684 -3.763
C -0.772 0.736 -2.404
C -0.649 1.977 -1.742
N -0.731 2.048 -0.377
H -0.311 5.365 0.102
H -0.183 5.291 -2.389
H -0.208 3.972 -4.476
H -0.392 1.792 -5.603
H -0.779 -0.269 -4.268
H -0.961 -0.158 -1.826
O 2.187 1.512 -0.392
C 2.265 0.470 0.221
O 2.322 0.384 1.542
C 1.794 -0.821 -0.418
C 2.518 -1.506 -1.411
C 1.944 -2.635 -1.917
C 0.671 -3.059 -1.465
C 0.052 -4.227 -1.979
C -1.184 -4.600 -1.539
C -1.852 -3.809 -0.573
C -1.277 -2.682 -0.059
C 0.009 -2.291 -0.491
N 0.604 -1.169 0.022
H 3.479 -1.136 -1.733
H 2.453 -3.222 -2.674
H 0.577 -4.812 -2.724
H -1.660 -5.490 -1.925
H -2.837 -4.106 -0.237
H -1.819 -2.096 0.674
*
```

---

3.
# C26H19F4N8O2W

C26H19F4N8O2W as an isolated structure in a non-equilibrium geometry (ωB97M-V/def2-TZVPD, the Open Molecules 2025 dataset).

Summary:
- <S²>: 2.026
- Energy above the lowest of the compared OMol25 structures with the same formula, charge and spin: 49.37 kJ/mol
- Frontier orbital gap (spin up / spin down): 5.2 / 5.7 eV

```
! RIJCOSX wB97M-V def2-TZVPD def2/J DEFGRID3
* xyz 3 3
W 0.041 0.316 -0.502
C -2.126 -0.147 1.521
C -0.822 -0.242 2.367
N 0.385 -0.460 1.521
C 0.899 -1.861 1.533
C 1.359 -2.271 0.127
N 0.423 -1.778 -0.922
C -0.869 -2.510 -1.052
C -1.878 -2.075 0.012
N -1.902 -0.584 0.116
H -2.480 0.889 1.511
H -2.912 -0.754 1.983
H -0.904 -1.040 3.110
H -0.705 0.692 2.923
H 1.133 0.128 1.912
H 0.122 -2.538 1.894
H 1.751 -1.967 2.215
H 1.477 -3.362 0.088
H 2.342 -1.819 -0.081
H 0.901 -1.951 -1.816
H -0.720 -3.594 -0.994
H -1.275 -2.287 -2.048
H -1.637 -2.497 0.990
H -2.864 -2.468 -0.257
H -2.716 -0.261 -0.428
O 2.073 0.992 -0.817
C 1.836 1.082 -2.056
N 0.602 0.621 -2.428
C 0.581 0.491 -3.859
O -0.289 -0.113 -4.410
C 1.838 1.119 -4.332
C 2.312 1.361 -5.602
C 3.562 1.981 -5.728
C 4.322 2.327 -4.617
C 3.865 2.071 -3.327
C 2.615 1.476 -3.198
H 1.739 1.086 -6.472
H 3.942 2.197 -6.715
H 5.282 2.804 -4.743
H 4.457 2.339 -2.466
F -2.253 7.137 0.130
C -2.500 6.390 -0.928
C -3.250 6.907 -1.968
F -3.697 8.136 -1.877
C -3.549 6.140 -3.136
C -3.019 4.808 -3.177
C -2.289 4.305 -2.132
F -1.815 3.030 -2.183
C -2.008 5.065 -0.968
C -1.253 4.487 0.094
C -0.832 3.205 0.063
N -0.457 2.078 0.096
C -0.824 5.205 1.250
N -0.432 5.724 2.186
F -3.251 4.037 -4.223
C -4.328 6.664 -4.180
C -4.932 7.938 -4.149
N -5.462 8.954 -4.176
C -4.578 5.965 -5.380
N -4.774 5.434 -6.377
*
```

---

4.
# C26H19IrN4O4

C26H19IrN4O4 as an isolated structure (ωB97M-V/def2-TZVPD, the Open Molecules 2025 dataset).

Summary:
- <S²>: 6.016
- Energy above the lowest of the compared OMol25 structures with the same formula, charge and spin: 0.00 kJ/mol
- Frontier orbital gap (spin up / spin down): 6.9 / 6.1 eV

```
! RIJCOSX wB97M-V def2-TZVPD def2/J DEFGRID3
* xyz 0 5
Ir 0.400 0.520 0.214
O 0.465 2.054 -3.717
C 0.362 1.821 -2.523
N 0.983 0.885 -1.777
C 2.078 0.116 -2.218
C 2.414 -0.127 -3.549
C 3.526 -0.900 -3.838
C 4.308 -1.426 -2.815
C 3.987 -1.187 -1.490
C 2.866 -0.416 -1.184
N 2.416 -0.099 0.106
C 3.096 -0.325 1.244
O 4.218 -0.783 1.405
C 2.299 0.048 2.492
C 2.713 -0.396 3.733
C 1.940 -0.088 4.839
C 0.789 0.667 4.677
C 0.455 1.092 3.405
N 1.199 0.793 2.336
C -0.572 2.706 -1.702
C -1.436 3.577 -2.338
C -2.248 4.383 -1.559
C -2.160 4.305 -0.177
C -1.263 3.409 0.376
N -0.487 2.628 -0.374
H 1.807 0.296 -4.333
H 3.789 -1.091 -4.871
H 5.179 -2.023 -3.052
H 4.594 -1.576 -0.688
H 3.623 -0.975 3.795
H 2.229 -0.440 5.821
H 0.157 0.924 5.515
H -0.431 1.687 3.222
H -1.440 3.603 -3.418
H -2.943 5.070 -2.025
H -2.770 4.923 0.467
H -1.155 3.309 1.449
C -4.095 0.068 0.438
C -2.678 -0.448 0.469
O -1.799 0.401 0.723
C -2.384 -1.830 0.230
C -3.462 -2.747 0.087
C -3.257 -4.078 -0.121
C -1.926 -4.546 -0.212
C -0.866 -3.699 -0.093
C -1.048 -2.305 0.136
O 0.024 -1.580 0.216
H -4.068 1.150 0.528
H -4.681 -0.344 1.262
H -4.592 -0.216 -0.490
H -4.477 -2.380 0.156
H -4.091 -4.759 -0.216
H -1.743 -5.600 -0.388
H 0.155 -4.049 -0.177
*
```

---

5.
# C26H20Br2Cl3N2OSSbSe4SiZr

C26H20Br2Cl3N2OSSbSe4SiZr as an isolated structure in a non-equilibrium geometry (ωB97M-V/def2-TZVPD, the Open Molecules 2025 dataset).

Summary:
- Energy above the lowest of the compared OMol25 structures with the same formula, charge and spin: 84.22 kJ/mol
- Frontier orbital gap: 5.5 eV

```
! RIJCOSX wB97M-V def2-TZVPD def2/J DEFGRID3
* xyz -2 1
Zr 0.735 0.879 1.775
Br 2.791 -3.265 -0.487
C 1.235 -3.257 0.588
C 0.631 -4.482 0.926
C -0.436 -4.506 1.771
Br -1.225 -6.186 2.187
C -0.942 -3.319 2.359
C -2.018 -3.234 3.272
C -2.388 -2.018 3.764
C -1.675 -0.869 3.384
N -0.669 -0.913 2.539
C -0.320 -2.117 1.998
C 0.749 -2.060 1.059
O 1.237 -0.883 0.756
H 1.025 -5.399 0.513
H -2.558 -4.130 3.545
H -3.245 -1.896 4.409
H -1.960 0.104 3.759
C -2.043 -1.163 -4.279
C -0.596 -1.443 -3.851
C -0.609 -2.523 -2.770
C 0.208 -1.986 -5.041
C 0.030 -0.129 -3.371
C 0.261 0.880 -4.322
C 0.777 2.107 -3.977
C 1.062 2.341 -2.638
S 1.615 3.808 -1.901
C 1.521 3.058 -0.346
N 1.124 1.812 -0.362
C 0.842 1.366 -1.666
C 0.321 0.122 -2.040
C 1.758 3.789 0.896
C 2.203 5.113 0.879
C 2.339 5.805 2.067
C 2.025 5.161 3.261
C 1.593 3.845 3.259
C 1.437 3.107 2.076
H -2.516 -2.088 -4.620
H -2.091 -0.434 -5.093
H -2.617 -0.776 -3.433
H -1.091 -3.421 -3.166
H -1.170 -2.204 -1.891
H 0.403 -2.790 -2.468
H -0.230 -2.927 -5.383
H 1.243 -2.179 -4.747
H 0.216 -1.294 -5.885
H 0.000 0.702 -5.358
H 0.922 2.882 -4.719
H 0.108 -0.606 -1.278
H 2.431 5.607 -0.060
H 2.677 6.834 2.067
H 2.125 5.694 4.201
H 1.367 3.384 4.214
Cl 3.178 0.648 2.926
Si 1.625 0.582 4.616
Cl 1.653 -1.524 4.935
Cl 2.855 1.240 6.207
Se -4.538 2.537 -0.711
Sb -3.789 0.915 0.904
Se -1.446 2.084 1.642
Se -3.235 -1.287 0.049
Se -4.915 0.901 3.060
*
```

---

6.
# C26H20CuN3O7S

C26H20CuN3O7S as an isolated structure in a non-equilibrium geometry (ωB97M-V/def2-TZVPD, the Open Molecules 2025 dataset).

Summary:
- Frontier orbital gap: 7.0 eV

```
! RIJCOSX wB97M-V def2-TZVPD def2/J DEFGRID3
* xyz -2 1
Cu -1.328 2.506 -0.055
O -4.152 3.083 2.634
C -3.080 3.074 2.088
O -2.789 3.306 0.846
C -1.759 2.940 2.947
C -1.803 3.258 4.297
C -0.605 3.201 4.948
C 0.614 2.872 4.317
C 1.846 2.762 4.950
C 3.015 2.355 4.307
C 2.914 2.079 2.867
C 1.715 2.258 2.230
C 0.546 2.569 2.912
N -0.646 2.599 2.294
H -2.666 3.614 4.883
H -0.574 3.448 5.982
H 1.842 2.913 5.974
H 3.943 2.213 4.794
H 3.854 1.827 2.298
H 1.654 2.007 1.218
C -5.088 -2.327 1.033
S -5.070 -3.688 -0.066
O -6.415 -4.241 0.218
O -3.933 -4.471 0.405
O -4.886 -3.091 -1.398
H -4.971 -2.635 2.044
H -6.042 -1.881 0.839
H -4.333 -1.603 0.874
O -0.501 2.856 -3.244
C -0.071 1.868 -2.689
N 0.476 0.747 -3.356
C 0.769 -0.272 -2.360
C 0.209 0.369 -1.075
O 0.103 -0.158 0.028
N -0.251 1.563 -1.354
C 0.200 -1.639 -2.728
C 0.993 -2.582 -3.301
C 0.472 -3.840 -3.596
C -0.853 -4.093 -3.416
C -1.623 -3.172 -2.709
C -1.093 -1.944 -2.361
C 2.251 -0.351 -2.063
C 2.755 -1.329 -1.199
C 4.092 -1.376 -0.932
C 5.013 -0.495 -1.547
C 4.432 0.563 -2.290
C 3.083 0.646 -2.570
H -0.038 0.583 -4.172
H 2.009 -2.369 -3.509
H 1.100 -4.649 -4.004
H -1.364 -5.016 -3.656
H -2.620 -3.495 -2.456
H -1.722 -1.305 -1.729
H 2.127 -2.115 -0.805
H 4.479 -2.193 -0.334
H 6.057 -0.401 -1.326
H 5.126 1.277 -2.697
H 2.587 1.378 -3.229
*
```

---

| no. | E_tot (eV) |
| --- | --- |
| 1 | -64203.8356 |
| 2 | -57745.3941 |
| 3 | -55951.4497 |
| 4 | -44258.3279 |
| 5 | -497895.5848 |
| 6 | -101568.6909 |